(1)
Molecular formula: C6H23NO6
Method: DFT, wB97M-V/def2-TZVPD

Values from the calculation:
- SMILES = C=CC(=C)CCN.O.O.O.O.O.O
- E_HOMO (eV) = -9.57

```
! wB97M-V def2-TZVPD RIJCOSX def2/J DEFGRID3
* xyz 0 1
C 0.0749 1.5517 -1.8267
C -0.5701 2.2005 -0.5605
C -1.4551 1.1236 0.0513
C -2.7782 1.0304 -0.0193
C -0.5399 0.9799 2.3256
C -0.8448 0.3463 1.1851
N -0.9373 1.2044 -2.8519
H 0.8641 2.1661 -2.2466
H 0.3641 0.5463 -1.5009
H -1.2030 3.0838 -0.6793
H 0.2385 2.4742 0.1223
H -3.3929 1.6865 -0.5913
H -3.3365 0.2446 0.4689
H -0.1435 0.3472 3.1036
H -0.4056 2.0548 2.3392
H -0.5651 -0.6911 1.2112
H -1.7148 1.8308 -2.7582
H -1.3407 0.2954 -2.7088
H 3.1359 1.4305 2.3508
H 2.0937 0.4318 2.7388
O 2.9109 0.8343 3.0507
H 1.0802 -3.1563 2.3759
H 1.1309 -3.3880 0.8416
O 0.9286 -3.8051 1.6834
H -1.5839 -2.3012 1.3077
H -1.3182 -3.2092 0.1848
O -1.9493 -2.5369 0.4652
H 3.2036 0.4347 -1.9518
H 4.0378 -0.7616 -1.1471
O 3.8124 0.1541 -1.2749
H 1.4225 0.3439 0.1068
H 2.8923 0.0377 0.6041
O 1.9762 -0.2349 0.6292
H -1.9448 -1.7696 -1.7448
H -1.7818 -2.5255 -3.0261
O -2.3611 -2.4538 -2.2579
*
```


(2)
Molecular formula: C6H24Ag2CsO17P2
Method: DFT, wB97M-V/def2-TZVPD

Values from the calculation:
- E_HOMO (alpha / beta) (eV) = -6.79 / -6.63
- <S²> = 2.0204

```
! wB97M-V def2-TZVPD RIJCOSX def2/J DEFGRID3
* xyz -1 3
Ag -0.5654 -18.2134 26.1025
Ag 0.5397 -15.1473 27.2245
Cs -1.7623 -13.6759 24.3145
P 1.3030 -16.4296 24.8727
O 1.4203 -17.0010 26.3413
O 0.0533 -17.2046 24.2821
O 2.5429 -16.7184 24.0220
O 0.8386 -14.9497 25.0393
P -1.9919 -16.3619 27.5533
O -1.5428 -15.0477 26.9622
O -2.8357 -16.2405 28.8129
O -0.6169 -16.9048 27.9729
O -2.4778 -17.2779 26.4042
O 4.2688 -15.8964 26.1711
H 3.7471 -16.2650 25.4210
H 3.7099 -15.2077 26.5399
O 2.2382 -17.2005 28.8669
H 2.0351 -17.2367 27.9114
H 1.7420 -16.4425 29.1907
O -2.5941 -17.3363 23.4739
H -1.6459 -17.5263 23.4287
H -2.7608 -17.1771 24.4158
C 4.6295 -15.7970 21.1882
C 4.5358 -17.3290 21.2812
O 3.1571 -17.6714 21.4741
O 4.6081 -15.1556 22.4830
H 3.7868 -15.3593 20.6442
H 5.5605 -15.3854 20.7783
H 5.0955 -17.7326 22.1286
H 4.8589 -17.8757 20.3955
H 2.8979 -17.3595 22.3646
H 3.8990 -15.6079 22.9823
C 5.9257 -18.7447 26.2229
C 5.3995 -18.5713 24.7875
O 4.0543 -18.9994 24.6513
O 6.0030 -20.1344 26.5860
H 5.2293 -18.2412 26.8928
H 6.9669 -18.4169 26.2789
H 6.0520 -19.1334 24.1144
H 5.4088 -17.5194 24.4894
H 3.5135 -18.2075 24.8329
H 6.7127 -20.3070 27.2009
C 0.1216 -14.1368 20.5786
C 0.6308 -15.5856 20.6427
O -0.2964 -16.3470 21.4009
O 0.2344 -13.5493 21.8680
H -0.8861 -14.1541 20.1604
H 0.7844 -13.5651 19.9204
H 1.5710 -15.5637 21.2040
H 0.8626 -16.0569 19.6872
H 0.0365 -16.6258 22.2689
H 0.6174 -14.1997 22.4659
*
```


(3)
Molecular formula: C6H24Br2N12O6Y
Method: DFT, wB97M-V/def2-TZVPD

Values from the calculation:
- E_HOMO (eV) = -9.63

```
! wB97M-V def2-TZVPD RIJCOSX def2/J DEFGRID3
* xyz 1 1
Y 0.9371 -0.3831 0.2480
Br 3.6738 -0.6109 -0.7079
Br 1.1164 -1.9446 2.6010
C -2.2762 -1.7476 0.7348
O -1.1509 -1.4534 0.3533
N -3.3847 -0.9761 0.5284
N -2.5279 -2.9758 1.2644
H -3.1704 -0.1024 0.0784
H -4.2995 -1.3592 0.3690
H -1.7946 -3.6631 1.2780
H -3.4726 -3.2870 1.4106
C 2.2029 1.6780 2.7543
O 1.9437 1.2853 1.6135
N 1.8614 0.9766 3.8580
N 2.8696 2.8418 2.9629
H 1.4823 0.0428 3.7794
H 2.3518 1.2515 4.6925
H 2.7845 3.2558 3.8737
H 3.1830 3.3641 2.1679
C 1.1875 2.8639 -1.4529
O 1.2633 1.7215 -1.0324
N 2.2805 3.6430 -1.6337
N -0.0205 3.4320 -1.7631
H 3.1638 3.3454 -1.2617
H 2.1468 4.5695 -1.9942
H -0.8468 2.9142 -1.5423
H -0.0597 4.3711 -2.1127
C 1.2039 -3.7341 -1.0423
O 1.1585 -2.5594 -0.7295
N 0.3824 -4.2545 -2.0044
N 1.9126 -4.6628 -0.3487
H 0.0244 -3.6792 -2.7424
H 0.4255 -5.2518 -2.1266
H 2.3518 -4.3862 0.5168
H 2.4763 -5.3569 -0.8142
C -1.5009 1.8535 1.6051
O -0.8003 1.1128 0.9191
N -1.4972 1.8006 2.9607
N -2.3712 2.7469 1.0600
H -2.2955 2.1370 3.4678
H -0.8433 1.1668 3.3869
H -2.8668 3.3266 1.7167
H -2.7609 2.6468 0.1431
C -0.5601 -0.6529 -2.9469
O 0.0080 -0.4426 -1.8861
N -0.2080 -0.0268 -4.0918
N -1.6719 -1.4526 -3.0070
H 0.6468 0.5030 -4.1144
H -0.5972 -0.3155 -4.9720
H -2.0553 -1.7637 -2.1332
H -2.0062 -1.8083 -3.8837
*
```